C25H61N4O4 | ωB97M-V/def2-TZVPD

Output
HOMO-LUMO gap: 8.35 eV
E_tot: -1508.83663 hartree
F_max: 0.0042 hartree/bohr
Charge: +1
LUMO energy: -2.27 eV

Last column: Löwdin charge in e.
CARTESIAN COORDINATES (ANGSTROEM)
C: -3.76705 4.24763 -6.16852  -0.07
C: -1.90147 -4.47049 1.13176  -0.17
H: -0.58795 -0.05279 4.75681  0.08
H: -0.60534 -1.52780 5.39234  0.07
C: -0.57356 -3.73849 1.06263  -0.10
C: -3.96335 6.94390 -8.03500  -0.10
H: 6.60790 -2.58161 0.80653  0.12
H: 1.83535 0.01320 7.55089  0.12
H: 2.64625 -0.19583 0.54246  0.11
H: 1.54508 -1.71345 8.85171  0.09
O: -0.36962 1.33771 -0.71695  -0.25
H: -1.68686 3.08605 -2.91668  0.07
H: -3.54081 1.50990 -0.23905  0.07
H: -4.31750 3.84247 -7.01915  0.08
H: -2.80127 4.33478 -2.41109  0.06
C: -0.98819 2.45985 -0.09430  -0.19
C: -2.63781 -4.37096 -0.19602  -0.18
H: 3.33595 -2.94884 0.99606  0.11
C: 2.76367 -0.89094 1.38187  -0.18
H: -6.10828 6.75325 -5.60562  0.12
H: -0.05419 -3.76383 2.01529  0.13
C: -1.93549 3.75782 -2.09313  -0.06
C: -5.38329 6.23771 -6.24032  -0.21
H: 1.56953 -2.74815 5.80945  0.07
H: 0.42414 0.86344 6.90807  0.13
H: -2.85878 4.72093 -6.54366  0.07
O: -4.58094 7.25670 -6.80210  -0.19
H: 7.32098 -2.22958 -0.77193  0.13
H: -4.35210 6.44683 -3.75214  0.08
H: 3.60976 -1.54208 -1.10754  0.10
H: -2.51581 -4.01497 1.91743  0.13
N: -3.77206 5.88604 -4.36889  0.04
H: -2.70422 3.68043 -0.10743  0.14
H: 3.11452 -0.28976 2.22081  0.11
H: 7.13472 -6.05889 0.47293  0.09
C: -2.91924 -2.89818 -0.45756  -0.17
H: -3.17414 6.55606 -4.84564  0.08
H: 5.88243 -4.94408 1.05384  0.08
H: 7.55436 -4.79732 1.65396  0.09
H: -3.00916 6.42765 -7.90229  0.07
C: 0.90314 -0.11582 6.98679  -0.21
C: 4.41667 -1.73075 -0.39091  -0.22
C: 0.51316 1.64372 -1.78634  -0.09
H: 5.02349 -0.81795 -0.37495  0.12
C: -4.61552 5.23385 -5.37421  -0.43
C: 0.53006 -1.54821 0.49153  -0.12
C: 5.26983 -2.90073 -0.87395  -0.18
H: -0.24792 3.25779 0.03752  0.12
H: 4.59379 -1.98326 1.74346  0.11
H: -1.71801 -5.50039 1.43865  0.13
C: 0.57444 -1.99744 8.43391  -0.10
H: 0.70390 -2.89247 7.82012  0.07
H: -1.00160 -2.45719 -1.37948  0.15
H: -3.52865 -2.48853 0.35556  0.13
H: -0.00838 1.71099 -2.74189  0.08
C: -1.61897 -2.12118 -0.54385  -0.10
N: -0.03709 -0.90445 4.82319  0.03
H: 1.04519 -2.02704 -0.34434  0.14
H: -5.37506 4.65955 -4.83270  0.14
H: -1.10308 4.45059 -1.95535  0.08
H: 0.89497 -0.84643 2.48113  0.09
H: -1.28197 2.11099 0.90007  0.12
C: 1.38723 -1.47228 1.73567  -0.19
H: -4.61567 6.32160 -8.65631  0.09
H: 0.07724 -4.16300 0.29553  0.15
H: -3.55154 -4.96225 -0.19509  0.12
H: -2.77102 1.20934 -1.64483  0.06
H: -3.46336 3.41959 -5.52788  0.07
H: -5.94099 5.71740 -7.03037  0.12
H: -3.77926 7.88396 -8.55254  0.09
H: 2.96307 -1.72878 6.18158  0.09
H: 1.70674 0.19890 5.05368  0.13
C: 6.94115 -5.03081 0.77596  -0.11
H: -3.47390 -2.74033 -1.38203  0.13
C: 6.66027 -2.91658 -0.23909  -0.24
C: 2.10499 -1.84337 5.51846  -0.06
O: -0.00076 -0.92622 7.70739  -0.19
H: 1.24736 0.83854 -1.84621  0.08
H: -0.10349 -2.23332 9.25193  0.09
C: -2.23293 2.98835 -0.81294  -0.43
H: -1.24304 -1.82933 1.46397  0.19
H: 0.21561 -0.55170 0.17752  0.11
C: 1.19625 -0.62125 5.57108  -0.43
H: 1.51977 -2.45489 2.19065  0.10
H: 1.03845 2.58431 -1.60317  0.10
N: -3.21618 1.94060 -1.09870  0.04
H: 5.38151 -2.85736 -1.95826  0.12
C: 3.80323 -1.95686 0.99061  -0.20
H: -1.99188 -4.75476 -0.99236  0.12
H: 2.47770 -1.99391 4.50412  0.06
N: -0.76553 -2.29624 0.68785  -0.08
O: 7.26439 -4.19129 -0.31202  -0.18
H: 4.77287 -3.85053 -0.64898  0.11
H: -1.77685 -1.04747 -0.64910  0.12